# 1
Molecular formula: CIO4S
Method: DFT, the ωB97M-V functional and the def2-TZVPD basis

The largest force on an atom is 0.0315 Eh/bohr. As for the LUMO energy: 2.972 eV. The value obtained for the molar mass is 234.98 g/mol. The charge is -1. Its frontier orbital gap is 7.4738 eV. The calculation puts the energy above the lowest of the compared OMol25 structures with the same formula, charge and spin at 0.379 eV.

Geometry as XYZ:
```
7
Properties=species:S:1:pos:R:3:forces:R:3:nbo_charge:R:1
I 2.87806 -0.64909 0.30738 0.3 -0.3 0.1 -0.373
S -0.66357 1.03363 -0.09531 1.1 0.4 0.0 2.398
O -0.57746 2.43384 0.20005 0.3 0.2 0.8 -0.929
O -0.59943 0.04215 0.93720 0.3 0.3 0.0 -0.898
O -1.49407 0.74926 -1.21170 -0.3 -0.8 -1.2 -0.933
O 2.23475 1.81536 -1.46477 -0.2 -0.5 0.1 -0.561
C 1.64150 1.01074 -0.88006 -1.5 0.6 0.2 0.295
```
Positions in Å, forces in eV/Å.



# 2
Molecular formula: C23H30N2O3S2
Method: DFT, the ωB97M-V functional and the def2-TZVPD basis

The largest force on an atom is 0.0183 Eh/bohr. As for the LUMO energy: 0.412 eV. The value obtained for the molar mass is 446.64 g/mol. The SMILES is Cc1ccccc1NS(=O)(=O)c1cc(C(=O)NCCSC2CCCCC2)ccc1C. Its frontier orbital gap is 8.9682 eV. The calculation puts the energy above the lowest of the compared OMol25 structures with the same formula, charge and spin at 0.112 eV.

Geometry as XYZ:
```
60
Properties=species:S:1:pos:R:3:forces:R:3:nbo_charge:R:1
S 0.91886 1.61137 5.10685 -0.2 0.4 -0.2 2.319
S -2.12593 -1.36171 -3.00210 0.2 0.1 0.0 0.173
O 1.43206 2.86077 5.58366 0.0 0.1 -0.2 -0.932
O 1.94125 0.59821 -1.06774 0.3 -0.1 -0.2 -0.621
O 0.82984 0.51377 6.02113 -0.1 -0.1 -0.2 -0.927
N -0.04421 0.43630 0.00474 -0.2 0.0 0.1 -0.617
N -0.61007 1.98136 4.53673 0.7 0.3 0.3 -0.880
C -0.83013 0.28972 -1.19622 0.0 -0.1 -0.2 -0.240
C -2.36284 1.68218 2.88098 0.2 0.1 0.2 -0.088
C -2.60075 3.16272 2.81261 0.1 -0.1 0.0 -0.642
C 3.71090 0.47173 5.23468 0.2 -0.1 0.2 -0.657
C 3.21190 0.03126 1.50185 -0.2 0.1 -0.1 -0.159
C -2.86727 -0.55562 2.11242 -0.1 -0.1 -0.1 -0.251
C 3.79067 0.01729 2.75706 -0.1 0.1 0.1 -0.212
C 1.30872 0.54072 -0.03266 -0.3 0.0 0.2 0.645
C -3.08207 0.81221 2.07480 0.1 -0.1 0.0 -0.191
C -0.31135 -0.51370 -6.61767 -0.2 -0.2 -0.1 -0.394
C -0.80220 -1.22649 -4.27516 -0.5 -0.2 0.4 -0.310
C -1.13834 -1.17699 -1.48588 -0.2 0.1 -0.5 -0.531
C -1.39990 1.14649 3.75033 -0.5 -0.8 -0.3 0.227
C -1.92863 -1.07517 2.98832 0.0 0.0 0.0 -0.203
C 0.32264 -1.87294 -6.89748 0.3 0.2 0.1 -0.397
C 1.29015 1.13373 2.41122 0.0 0.0 -0.4 -0.187
C 1.85198 1.06131 3.66692 -0.4 0.1 0.4 -0.334
C 1.94629 0.57778 1.31814 0.2 0.1 0.3 -0.075
C 0.90291 -2.46221 -5.61545 -0.2 -0.2 -0.1 -0.399
C -0.18227 -2.58883 -4.54849 0.4 0.1 0.0 -0.415
C -1.19952 -0.23041 3.80520 -0.1 0.0 0.0 -0.272
C -1.39377 -0.63790 -5.54767 0.2 0.3 0.1 -0.414
C 3.11354 0.51076 3.87012 0.1 -0.1 0.0 0.047
H 3.61741 1.44698 5.70913 0.1 0.0 0.1 0.241
H 4.77987 -0.39637 2.88524 0.1 0.0 0.1 0.220
H -3.38837 3.38398 2.09706 0.0 0.1 0.0 0.232
H -0.21977 -1.75231 -1.59858 0.0 0.0 0.1 0.220
H -0.74627 -0.10717 -7.53259 0.0 0.1 0.0 0.210
H -1.83039 0.33956 -5.33387 -0.1 0.0 0.0 0.217
H -0.05219 -0.54614 -3.86487 0.1 0.0 -0.1 0.213
H 3.16443 -0.23578 5.85704 0.1 0.0 0.1 0.250
H -0.24559 0.72128 -2.01223 -0.2 0.0 0.1 0.230
H -2.90424 3.55047 3.78485 0.0 0.1 0.1 0.221
H -3.82354 1.21626 1.40086 -0.1 0.1 -0.1 0.216
H -0.96290 -3.27149 -4.89192 0.0 0.0 0.0 0.203
H 3.72954 -0.37712 0.64711 0.0 0.0 -0.1 0.238
H 1.33589 -3.44411 -5.81617 0.1 0.0 0.0 0.209
H -1.69945 3.69298 2.49944 0.0 0.1 0.0 0.216
H 0.45849 0.18125 -6.27383 0.0 0.1 0.0 0.196
H 1.10873 -1.76908 -7.64795 0.0 -0.1 -0.1 0.208
H 0.24370 -3.00087 -3.63064 -0.1 0.0 0.0 0.209
H -0.43544 -2.55068 -7.29671 0.0 -0.1 -0.1 0.193
H 4.75761 0.18119 5.19480 0.0 0.0 0.0 0.220
H -0.50591 0.22260 0.87550 0.1 0.0 0.1 0.408
H -1.73638 -1.60784 -0.68297 0.1 -0.1 0.1 0.221
H -0.47326 -0.61984 4.49926 0.0 -0.2 0.0 0.243
H -3.43935 -1.20841 1.47091 -0.1 -0.1 0.0 0.221
H -0.75380 2.97271 4.43802 0.2 0.2 0.0 0.427
H -2.19396 -1.29081 -5.90355 -0.1 0.0 0.0 0.200
H -1.76391 0.84720 -1.08765 0.1 0.0 -0.1 0.204
H 1.69973 -1.81302 -5.24452 0.1 0.0 0.0 0.197
H 0.34906 1.63719 2.26843 -0.1 0.0 -0.1 0.228
H -1.76217 -2.14037 3.03916 0.0 -0.1 0.0 0.222
```
Positions in Å, forces in eV/Å.



# 3
Molecular formula: CH3O2S
Method: DFT, the ωB97M-V functional and the def2-TZVPD basis

The largest force on an atom is 0.0962 Eh/bohr. As for the LUMO energy: 4.123 eV. The value obtained for the molar mass is 79.10 g/mol. The charge is -1. Its frontier orbital gap is 7.5989 eV. The calculation puts the energy above the lowest of the compared OMol25 structures with the same formula, charge and spin at 1.003 eV.

Geometry as XYZ:
```
7
Properties=species:S:1:pos:R:3:forces:R:3:nbo_charge:R:1
S 0.53407 1.01402 -1.92964 -0.5 -1.0 -1.8 -0.920
O 0.11618 0.04915 0.82018 -1.1 0.0 0.8 -0.803
O -0.36843 -1.50309 2.21766 -1.1 -1.6 2.4 -0.609
C -0.82128 -0.72809 1.44989 1.5 1.8 -4.4 0.651
H -1.91557 -0.68639 1.01812 1.7 0.1 1.0 0.089
H 0.21785 0.37517 -0.18633 -1.1 -0.5 0.3 0.485
H 0.09831 0.08692 -2.95959 0.6 1.3 1.7 0.107
```
Positions in Å, forces in eV/Å.



# 4
Molecular formula: C30H40Cl2N5OP3Re
Method: DFT, the ωB97M-V functional and the def2-TZVPD basis

The largest force on an atom is 0.0865 Eh/bohr. As for the LUMO energy (alpha / beta): -4.711 / -6.602 eV. The value obtained for the molar mass is 836.72 g/mol. The charge is +2. Its frontier orbital gap (alpha / beta) is 8.7569 / 7.5494 eV. The spin multiplicity is 4.

Geometry as XYZ:
```
82
Properties=species:S:1:pos:R:3:forces:R:3:mulliken_spin:R:1
Re -2.16560 -1.67761 1.36475 0.6 -3.0 -1.9 2.517
Cl -3.51937 -2.04911 -0.58817 0.2 0.0 0.1 0.126
Cl -3.47767 -2.89876 2.87412 -0.2 -0.2 0.1 0.137
P -3.50355 0.08065 1.80620 -2.9 3.2 0.9 -0.143
P 1.42765 -0.17782 3.89987 -1.1 -0.2 -1.0 0.002
P 0.38631 0.67348 -2.07957 0.7 0.4 -1.5 0.003
O 1.68720 -0.32322 0.86180 -0.2 0.8 -0.2 0.001
N -1.18413 -3.60354 1.00219 1.5 -0.9 -0.4 -0.018
N 1.58823 -5.41786 0.27004 0.1 0.2 0.1 0.004
N -0.71420 -5.75168 0.62497 0.9 1.6 1.1 -0.005
N 0.40144 -4.99385 0.84404 -2.0 1.3 -1.9 0.007
N 0.15076 -3.67055 0.94943 -0.7 -2.3 0.4 0.014
C 2.84879 -1.19568 3.52757 0.4 -0.1 0.0 0.010
C 0.32794 0.00989 1.23446 0.6 0.8 -0.4 -0.091
C -1.67652 -4.85319 0.79938 0.5 -0.2 0.0 -0.005
C 1.83454 1.56678 3.86672 0.3 0.2 0.2 0.004
C -3.12623 1.08054 3.28878 0.3 0.0 0.0 0.022
C -0.87688 -1.35520 2.89502 1.2 0.9 0.6 0.102
C -1.88752 0.69955 -5.42517 0.0 0.1 0.2 0.001
C 1.73609 -0.25906 -2.84679 0.1 -0.4 -0.2 -0.005
C 0.14631 -0.49425 2.64980 -0.1 -1.0 0.2 0.069
C 2.41217 -1.23659 -2.09909 0.3 0.1 -0.1 0.012
C 2.09330 4.58752 -0.38047 0.1 -0.2 -0.1 0.000
C -1.37735 0.36459 -4.16884 0.2 0.1 -0.3 0.002
C -0.59635 1.29357 -3.46213 -0.6 0.2 0.0 0.008
C -0.49661 2.61738 -3.92858 0.2 -0.3 -0.1 -0.001
C -5.26512 -0.33632 2.12340 0.2 -0.2 -0.2 0.022
C -1.01643 2.94776 -5.18399 -0.1 -0.2 0.1 0.000
C 2.13802 0.00100 -4.16907 0.2 0.1 0.2 0.000
C -3.65048 1.34965 0.50159 0.2 -0.1 -0.1 0.033
C -1.68123 1.98112 -5.94797 0.2 0.0 0.2 0.001
C 0.77979 4.21308 -0.08421 -0.2 -0.2 0.0 0.001
C 2.44241 2.47799 -1.51699 -0.3 -0.1 -0.1 0.002
C 3.30749 -0.57757 -4.67034 -0.2 0.0 0.3 0.001
C 4.04913 -1.45332 -3.87091 -0.1 0.1 0.1 0.001
C 0.69735 -0.63113 5.46640 0.1 0.0 0.3 -0.001
C 3.58302 -1.81377 -2.60268 -0.2 0.2 -0.1 0.001
C -0.67708 -0.57137 0.24795 0.0 -0.2 0.0 0.038
C -0.58214 -0.38942 -1.10576 -1.2 -1.0 2.0 0.121
C 0.28092 2.98562 -0.52493 0.2 0.0 -0.1 0.007
C 1.10544 2.11561 -1.26872 0.1 0.4 0.5 0.002
C 2.92446 3.71426 -1.08709 -0.1 0.0 0.1 0.000
H -5.36440 -0.78238 3.11841 0.0 0.1 -0.2 0.001
H 1.01512 2.15226 4.30376 0.2 -0.2 -0.1 0.000
H -2.72713 -5.11444 0.78059 0.2 0.2 0.0 0.005
H 2.46910 5.56128 -0.06605 -0.1 -0.3 -0.1 0.000
H -0.00562 3.37836 -3.32045 0.0 -0.2 -0.3 0.000
H 2.00188 1.90074 2.83448 0.0 -0.2 0.2 0.001
H 3.09115 1.79539 -2.07043 -0.2 0.3 0.1 0.000
H 2.36893 -4.94019 0.70476 0.0 -0.2 0.2 0.000
H -0.75375 2.70321 -0.31110 0.3 0.2 -0.1 -0.003
H -3.86476 1.88544 3.39746 0.2 -0.2 0.0 -0.002
H -3.14855 0.43762 4.17650 0.0 0.1 -0.2 0.001
H -4.46937 2.03613 0.75452 0.3 -0.2 -0.1 0.000
H 1.63308 -6.42889 0.32413 0.1 0.0 0.2 0.000
H 0.47220 -1.70333 5.47381 0.1 0.2 0.0 -0.001
H -2.44046 -0.04969 -5.99310 0.1 0.3 0.2 0.000
H 1.40134 -0.40006 6.27395 -0.2 -0.1 -0.1 0.000
H -0.99647 -1.84347 3.86947 0.0 0.3 -0.2 -0.013
H -0.23464 -0.07430 5.62011 0.2 -0.1 0.0 0.000
H -3.85357 0.85831 -0.45736 0.0 0.1 0.2 0.001
H 1.93762 0.19392 0.07014 -0.1 -0.2 0.6 0.000
H -2.70927 1.90845 0.42665 -0.2 -0.1 0.0 -0.013
H 2.01998 -1.54727 -1.13017 0.2 0.1 -0.2 -0.003
H 3.63655 -0.33589 -5.68118 -0.1 -0.1 0.3 0.000
H -1.56379 -0.62390 -3.74889 0.1 0.1 -0.3 -0.001
H 0.17986 1.11247 1.22366 0.3 -0.3 0.1 0.023
H 2.97131 -1.21496 2.43716 0.0 0.1 0.4 -0.002
H 0.12810 4.88410 0.47809 0.2 -0.2 -0.2 0.000
H 3.95313 3.99136 -1.31858 -0.3 0.0 0.1 0.000
H -2.12482 1.51582 3.19548 -0.2 0.0 0.0 -0.004
H 2.74629 1.73300 4.45694 -0.2 0.1 -0.2 0.000
H 3.74146 -0.77274 4.00730 -0.2 -0.2 -0.1 0.001
H 4.98754 -1.86242 -4.24442 -0.3 0.0 0.1 0.000
H -2.04806 2.22935 -6.94610 0.1 -0.1 0.4 0.000
H -0.89502 3.96195 -5.56862 -0.1 -0.3 0.1 0.000
H 2.67333 -2.21725 3.88962 0.0 0.3 0.0 0.001
H -5.60953 -1.05698 1.37534 0.0 0.1 0.1 -0.005
H 1.54304 0.65425 -4.80664 0.2 0.0 0.2 0.001
H -5.86864 0.57653 2.05815 0.2 -0.1 0.0 0.000
H -1.29975 -0.99617 -1.67678 0.2 0.5 0.0 0.008
H 4.13228 -2.53482 -1.99761 -0.2 0.2 -0.2 0.000
```
Positions in Å, forces in eV/Å.



# 5
Molecular formula: C4H10BNO4S
Method: DFT, the ωB97M-V functional and the def2-TZVPD basis

The largest force on an atom is 0.0184 Eh/bohr. As for the LUMO energy: 0.129 eV. The value obtained for the molar mass is 179.01 g/mol. The SMILES is NB(O)[C@H]1CCOS(=O)(=O)C1. Its frontier orbital gap is 10.1040 eV.

Geometry as XYZ:
```
21
Properties=species:S:1:pos:R:3:forces:R:3:nbo_charge:R:1
S 1.45758 0.42022 1.59891 0.7 -0.3 0.5 2.398
O 2.43160 1.35111 1.12095 -0.1 0.2 -0.3 -0.943
O 0.03566 1.10653 1.66914 -0.3 -0.3 -0.2 -0.714
O 1.66372 -0.19852 2.86898 -0.3 0.1 -0.1 -0.922
O -1.24844 -2.04717 -1.93347 -0.7 0.6 0.0 -0.864
N -1.95514 -1.29189 0.23994 0.8 -0.2 0.0 -1.127
C 0.13561 1.14245 -0.82283 -0.2 -0.3 -0.3 -0.435
C 1.23029 -0.84501 0.37872 -0.5 0.1 -0.3 -0.676
C 0.35346 -0.37997 -0.82732 0.3 -0.2 0.0 -0.579
C -0.50951 1.66571 0.44168 0.3 0.8 0.0 -0.070
B -0.98898 -1.24352 -0.85301 -0.2 -0.1 0.1 1.086
H 2.23102 -1.13556 0.07178 0.1 0.0 0.1 0.260
H -2.67596 -0.58679 0.18952 -0.3 -0.3 0.0 0.394
H -1.52726 -1.26051 1.15721 -0.1 0.4 0.1 0.383
H -0.36725 2.74548 0.49685 0.0 0.0 0.1 0.201
H 0.76861 -1.68414 0.89563 0.1 0.0 0.2 0.242
H -1.57880 1.48381 0.47209 0.0 -0.3 0.1 0.192
H -0.92898 -1.68442 -2.76117 0.5 -0.3 -0.2 0.489
H 0.91907 -0.60718 -1.73404 0.0 0.0 0.0 0.225
H 1.07787 1.65197 -1.01323 0.1 0.0 0.1 0.238
H -0.52416 1.39739 -1.65635 0.0 0.1 0.0 0.223
```
Positions in Å, forces in eV/Å.